1.
Below is 11 unconnected molecules or ions with the total composition C28H60F27N5O12P3S3 in a non-equilibrium geometry, with properties calculated with ωB97M-V/def2-TZVPD.

XYZ file:
```
138
Properties=species:S:1:pos:R:3:forces:R:3:lowdin_charge:R:1
C 4.163254 5.905209 -5.022832 -0.3 -0.8 -0.8 0.03
C 4.920717 4.709281 -5.548395 2.5 2.7 -0.9 -0.36
O 6.049438 4.799891 -5.999397 -2.8 -1.8 1.0 0.14
N 4.107737 3.430877 -5.592101 -0.5 -1.1 0.8 0.10
H 3.122233 3.643709 -5.652006 -0.5 0.6 0.1 0.17
H 4.276204 2.853232 -6.403293 0.7 0.0 -0.4 0.17
C 4.256322 2.606295 -4.295047 0.5 0.1 -0.1 0.05
H 3.179566 5.601059 -4.665146 0.3 0.5 0.8 0.08
H 3.995974 6.541071 -5.892197 0.0 -0.1 -0.4 0.11
H 4.798465 6.534927 -4.399875 -0.3 -0.5 0.5 0.12
H 5.276264 2.223241 -4.327924 0.0 0.4 0.5 0.10
H 3.593594 1.745071 -4.210262 -0.4 0.2 -0.7 0.09
H 3.999666 3.285505 -3.482089 0.3 0.2 0.4 0.08
C 0.188184 -2.236046 4.501530 -0.4 -0.3 1.6 0.04
C -0.251854 -3.577976 5.091023 -0.7 1.9 -1.1 -0.37
O -1.197216 -3.793260 5.777380 0.9 -0.7 -0.1 0.18
N 0.642137 -4.712642 4.615985 -0.7 -1.3 0.4 0.08
H 0.049998 -5.427344 4.217659 -0.4 -0.2 -0.5 0.18
H 1.291718 -4.379278 3.918120 0.4 0.3 -0.9 0.09
C 1.448168 -5.309834 5.715396 0.6 2.7 0.6 0.01
H -0.143395 -2.056215 3.478877 0.2 -0.5 -0.2 0.09
H 1.253461 -2.083714 4.674989 0.2 -0.1 -0.5 0.07
H -0.300204 -1.463061 5.094893 -0.1 -0.1 0.0 0.10
H 2.004935 -4.408423 5.971450 0.4 0.0 0.7 0.10
H 2.275119 -5.933687 5.376175 -0.9 -0.8 0.0 0.10
H 0.767250 -5.461742 6.552888 0.4 -1.0 -0.2 0.10
C 2.719151 -3.507553 -4.630211 0.8 1.5 -0.4 0.06
C 3.160291 -2.075511 -4.985855 -2.8 3.3 4.8 -0.29
O 2.718537 -1.029595 -4.420941 2.6 -4.5 -3.5 0.11
N 4.290113 -1.903680 -5.990454 -0.2 0.7 -0.1 0.09
H 3.953202 -2.446430 -6.772760 0.9 -1.2 -0.5 0.18
H 4.140543 -0.978231 -6.366335 0.1 0.8 0.3 0.16
C 5.742027 -1.990662 -5.494926 -0.4 0.0 0.9 0.05
H 1.901926 -3.807531 -5.286138 -0.2 -0.1 0.0 0.11
H 2.354159 -3.450588 -3.604716 -0.1 -0.1 -0.1 0.10
H 3.570213 -4.184441 -4.705257 -0.1 -0.1 -0.1 0.09
H 5.973556 -2.968752 -5.073222 -0.2 -0.2 -0.7 0.11
H 5.819864 -1.338944 -4.624688 -0.4 0.3 -0.1 0.10
H 6.466040 -1.613288 -6.217062 -0.4 -0.4 -0.3 0.10
C -1.382489 1.613550 1.315481 0.3 -0.8 0.0 -0.08
C -0.292023 0.977771 0.451858 0.5 1.6 -0.3 -0.22
C 1.092715 1.042577 1.136787 -0.2 -0.5 0.1 -0.08
N 2.158077 0.063514 0.625857 1.2 -0.1 -1.0 -0.20
C 1.865156 -1.397475 0.970136 -0.5 1.3 -0.1 0.04
C 2.453943 0.271170 -0.925719 -1.6 -0.8 1.8 -0.08
C 3.886603 -0.167436 -1.122032 0.4 -1.0 -0.1 -0.16
C 4.582077 -0.378792 0.273928 -0.3 1.7 0.3 -0.11
C 3.553635 0.330924 1.237642 -0.4 0.1 -0.8 -0.05
H -1.511946 0.946335 2.167639 -0.7 0.4 0.2 0.09
H -2.230750 1.657018 0.632345 -0.4 -0.1 0.6 0.05
H -1.194746 2.646600 1.608148 0.3 -0.2 0.2 0.08
H -0.293858 1.744156 -0.323228 0.6 -0.6 -0.9 0.08
H -0.672014 0.044846 0.035490 0.5 -0.2 0.3 0.08
H 1.021806 0.917694 2.217283 0.1 -0.4 0.1 0.11
H 1.501341 2.046328 1.020141 0.2 -0.1 -0.2 0.12
H 1.756085 -1.354404 2.053807 0.0 -0.4 -0.1 0.08
H 2.713310 -2.022556 0.690822 -0.1 0.1 0.0 0.09
H 0.933774 -1.703686 0.493835 0.1 0.0 0.0 0.09
H 1.712798 -0.373440 -1.398245 0.2 -0.2 -0.2 0.10
H 2.195932 1.273147 -1.268593 0.4 0.2 0.7 0.10
H 3.831990 -1.112238 -1.662845 0.3 -0.2 -0.1 0.09
H 4.367632 0.546884 -1.790197 0.4 0.1 0.3 0.09
H 5.029186 -1.336659 0.539769 -1.6 -0.8 -0.1 0.09
H 5.554930 0.103630 0.368401 -0.2 1.2 -0.4 0.10
H 3.565964 0.073776 2.296804 -0.1 -0.2 -0.1 0.11
H 3.581586 1.416118 1.139303 0.7 0.1 0.1 0.13
C -7.592607 1.860340 2.851699 -1.8 2.2 2.3 -0.14
C -7.076670 0.858695 1.942805 1.8 -0.3 -1.8 -0.23
C -6.805093 1.487442 0.486455 -0.2 -2.1 -0.3 -0.02
N -6.077037 0.532654 -0.581535 0.5 -0.5 0.3 -0.20
C -6.486295 -0.980795 -0.443821 -0.5 1.9 -0.1 0.05
C -4.537223 0.619386 -0.491194 -0.1 2.2 0.2 -0.11
C -3.987750 0.126915 -1.854011 0.0 0.1 1.2 -0.12
C -5.104534 0.526626 -2.812488 -0.6 -0.4 -1.5 -0.17
C -6.277071 1.051387 -2.021801 -0.8 -0.7 1.2 -0.12
H -6.905943 2.533811 3.364555 0.3 0.1 -0.6 0.08
H -8.158838 1.412545 3.668378 0.4 -0.7 0.3 0.08
H -8.441801 2.418196 2.457012 0.3 0.6 -0.6 0.08
H -7.839599 0.082143 1.997671 0.3 -0.4 -1.1 0.11
H -6.155010 0.475356 2.380650 0.1 -0.3 -0.3 0.12
H -6.224267 2.401703 0.364483 0.1 0.0 0.9 0.12
H -7.795363 1.681009 0.074151 0.0 -0.1 -0.3 0.11
H -6.091164 -1.579479 -1.264525 0.5 0.2 0.3 0.11
H -7.571479 -0.998846 -0.544508 -0.1 0.0 0.2 0.09
H -6.161374 -1.297837 0.547148 0.1 -0.1 -0.4 0.09
H -4.138050 0.341069 0.484151 -0.2 -1.1 -0.4 0.12
H -4.366378 1.692929 -0.411059 -0.1 0.4 -0.3 0.11
H -3.666932 -0.902335 -1.693332 -0.5 -0.2 -0.9 0.09
H -3.121076 0.667558 -2.234388 0.3 0.0 0.8 0.12
H -5.435902 -0.208773 -3.545628 0.2 -0.6 0.4 0.12
H -4.829905 1.348748 -3.473401 0.5 0.1 0.2 0.11
H -7.257427 0.697615 -2.340943 0.0 0.0 -0.1 0.12
H -6.275467 2.139740 -2.081774 -0.1 0.0 0.8 0.13
C -0.593402 -2.601318 -2.274727 -2.1 0.9 -0.1 -0.60
F 0.446357 -1.951833 -2.821919 0.2 0.6 -0.9 0.07
F -0.040651 -3.377537 -1.384259 -0.2 -0.8 0.7 0.14
F -1.371413 -1.642672 -1.626039 1.3 -1.1 -0.8 0.05
S -1.755951 -3.558939 -3.542933 -1.3 -2.9 -0.8 0.52
O -1.875826 -4.891001 -2.916727 0.9 1.8 -0.5 -0.36
O -3.054779 -2.878509 -3.559792 1.8 0.5 -0.1 -0.35
O -1.047529 -3.634608 -4.864171 -0.2 1.1 2.1 -0.42
C 0.700197 4.226403 -1.766461 2.5 1.1 1.1 -0.65
F 0.946782 3.112072 -2.483653 -0.8 -1.2 0.3 0.07
F 0.246939 5.090655 -2.657221 -0.4 0.8 -0.3 0.13
F -0.182018 4.127683 -0.780860 0.1 -0.8 -0.7 0.16
S 2.431856 4.742568 -1.057777 -0.4 0.9 0.3 0.45
O 3.201993 5.048015 -2.253804 0.1 0.2 -1.8 -0.39
O 2.138804 5.872820 -0.230906 -0.3 0.1 -0.1 -0.28
O 3.020740 3.611947 -0.400596 -0.5 -1.5 0.4 -0.32
C 1.483856 1.108773 6.645393 1.3 1.1 -3.8 -0.69
F 1.684675 0.007188 7.227790 0.0 -4.1 1.8 0.16
F 0.153854 1.210187 6.373416 1.1 0.8 0.6 0.12
F 2.031190 2.000756 7.450215 -1.1 1.6 0.2 0.14
S 2.593737 1.080847 5.000159 1.7 2.8 -0.5 0.51
O 3.969484 1.417712 5.480676 -2.5 -1.2 -0.2 -0.37
O 2.455909 -0.195812 4.313197 -0.1 -1.0 0.9 -0.38
O 2.034702 2.129037 4.154376 -0.3 0.0 0.6 -0.36
P -2.967904 -2.861683 1.426046 -2.8 -0.1 1.0 0.18
F -4.357463 -3.728976 1.520269 0.4 -1.6 0.4 -0.20
F -2.628531 -3.566978 0.016737 0.5 0.6 0.9 -0.13
F -4.000293 -1.824607 0.724524 1.2 1.6 -2.2 -0.20
F -1.641455 -1.915110 1.427498 -0.4 -0.3 -1.0 -0.16
F -3.451543 -2.072365 2.755744 0.7 -0.1 1.4 -0.18
F -2.212904 -3.954310 2.326057 0.6 -0.3 -0.3 -0.15
P -3.795879 4.739645 2.813601 -0.9 -0.5 1.8 0.17
F -2.844056 3.531821 3.510510 -0.2 1.8 -1.0 -0.20
F -2.644389 5.594259 2.101335 0.0 -1.1 0.1 -0.14
F -4.021683 3.710546 1.559375 0.6 0.4 -0.5 -0.20
F -4.944160 5.714891 2.214983 0.6 1.3 -1.3 -0.19
F -5.052794 4.099666 3.529545 -1.3 -2.3 1.2 -0.19
F -3.670791 5.656521 4.160740 0.9 0.2 -0.5 -0.18
P 3.821869 -4.549666 2.689270 1.6 0.6 0.6 0.25
F 3.597303 -5.006886 1.191822 -0.4 0.6 -0.6 -0.13
F 4.601734 -3.113701 2.174161 -1.1 -1.9 0.8 -0.21
F 2.415896 -3.708590 2.798454 -0.3 0.1 -1.2 -0.18
F 3.957653 -4.182961 4.257438 1.0 0.1 -0.1 -0.15
F 2.979915 -5.890324 3.155132 0.3 0.0 0.0 -0.19
F 5.262158 -5.323720 2.690779 -1.0 0.5 0.3 -0.17
```
Forces are in eV/Å.

## Properties
**Net charge**: -1
**Spin multiplicity**: 1

---

2.
Below is 6 unconnected molecules or ions with the total composition C28H60N4O14S6, with properties calculated with ωB97M-V/def2-TZVPD.

XYZ file:
```
112
Properties=species:S:1:pos:R:3:forces:R:3:lowdin_charge:R:1
C 6.072277 -3.405764 2.139092 0.0 0.0 0.0 -0.08
C 4.908483 -3.073563 1.198246 0.0 0.0 -0.2 -0.16
C 3.761076 -2.256791 1.814910 0.0 0.2 0.2 -0.37
C 3.940607 -0.740287 1.755774 0.0 0.2 0.0 -0.10
C 5.353332 -0.150668 1.665292 0.0 -0.1 -0.2 -0.23
N 5.340536 1.209163 2.219025 -0.1 -0.1 0.5 0.00
O 3.645192 -2.624187 3.233993 -0.1 -0.1 0.0 -0.16
S 2.773397 -3.925471 3.410287 0.3 0.1 0.2 0.59
O 1.924434 -3.759127 4.540879 0.1 -0.1 -0.1 -0.23
O 3.584201 -5.095192 3.300526 -0.2 0.1 0.1 -0.23
O 1.933639 -3.771014 2.085999 -0.2 0.0 -0.2 -0.15
C 2.391525 -2.704720 1.213068 0.1 0.2 -0.1 -0.23
C 1.222344 -1.767761 0.900152 -0.1 0.0 -0.1 -0.05
C 0.538523 -0.812606 1.923486 0.3 -0.3 -0.1 -0.63
N 0.987162 -1.077432 3.277888 0.0 0.1 0.1 0.11
N -0.898127 -1.069839 1.805482 -0.1 0.1 0.0 0.07
N 0.854012 0.591262 1.622944 0.0 0.2 0.1 0.09
H 6.238023 -2.642877 2.898735 0.0 0.0 0.0 0.07
H 6.993283 -3.512369 1.563115 0.0 0.0 0.0 0.08
H 5.878254 -4.339774 2.664251 0.0 0.0 0.0 0.07
H 4.495790 -4.014487 0.821235 0.1 0.0 0.0 0.12
H 5.248990 -2.513181 0.323996 0.0 -0.1 0.1 0.10
H 3.427127 -0.329255 2.627616 -0.1 -0.1 0.0 0.11
H 3.399368 -0.391662 0.875790 0.0 0.0 0.1 0.09
H 5.618939 -0.065430 0.605629 0.1 -0.2 0.1 0.09
H 6.101599 -0.799954 2.128614 -0.1 0.1 0.1 0.10
H 6.261109 1.491328 2.535585 0.0 0.0 -0.2 0.08
H 4.735488 1.238483 3.033729 0.1 0.0 0.0 0.07
H 2.614534 -3.151124 0.242803 0.0 -0.2 0.2 0.13
H 0.455683 -2.468435 0.553863 0.0 0.1 0.0 0.12
H 1.522722 -1.195889 0.016804 0.0 0.0 0.1 0.10
H 0.584275 -0.385262 3.905490 0.0 -0.1 -0.1 0.09
H 0.658712 -1.980342 3.608661 0.0 0.0 -0.1 0.07
H -1.231193 -0.754408 0.895180 0.1 0.0 0.1 0.06
H -1.391667 -0.458281 2.454096 0.1 -0.1 -0.1 0.07
H 1.453179 0.698795 0.816387 -0.1 0.0 0.0 0.06
H 1.324673 1.034589 2.402918 0.0 -0.1 -0.1 0.07
O -4.335401 2.414895 -0.174747 0.0 0.0 0.0 -0.33
S -4.414252 1.378743 0.833941 -0.1 0.0 0.0 0.68
O -3.384418 0.367638 0.882475 0.0 0.0 -0.1 -0.33
C -4.599685 2.160909 2.433772 0.0 0.0 0.0 -0.22
C -6.109272 2.319712 2.563635 0.1 0.0 0.0 -0.22
C -6.716964 0.989168 2.105958 0.0 0.0 0.0 -0.20
C -6.044654 0.630602 0.775921 -0.1 -0.1 0.1 -0.20
H -4.045169 3.096753 2.402843 0.0 0.0 0.0 0.11
H -4.174722 1.493073 3.183096 0.0 0.0 0.0 0.11
H -6.401905 2.584671 3.578437 0.0 0.0 0.0 0.12
H -6.447157 3.102376 1.886380 -0.1 0.1 0.1 0.08
H -6.527855 0.208959 2.846098 0.0 0.0 0.0 0.12
H -7.794334 1.072497 1.971347 0.0 0.0 0.0 0.12
H -5.925765 -0.438602 0.617811 0.0 0.0 -0.1 0.06
H -6.565268 1.081634 -0.067490 0.1 0.0 0.0 0.11
O -8.143128 4.110278 0.798959 -0.1 0.0 0.0 -0.33
S -7.817547 5.371060 0.171756 0.1 -0.1 -0.1 0.67
O -7.707222 6.555383 0.982650 0.0 0.0 0.0 -0.32
C -6.348896 5.130825 -0.826952 0.0 0.0 0.0 -0.22
C -6.895576 4.697969 -2.181246 0.0 0.0 0.0 -0.22
C -8.097576 5.608859 -2.466857 0.0 0.0 0.0 -0.21
C -8.956226 5.641779 -1.199222 0.0 0.0 0.0 -0.22
H -5.716705 4.388623 -0.340783 0.0 0.0 0.0 0.08
H -5.838119 6.092741 -0.878918 0.0 0.0 0.0 0.11
H -6.132897 4.775760 -2.954555 0.0 0.0 0.0 0.12
H -7.212660 3.654077 -2.132100 0.0 0.0 0.0 0.12
H -7.745734 6.615535 -2.700971 0.0 0.0 0.0 0.12
H -8.678963 5.256820 -3.318099 0.0 0.0 0.0 0.11
H -9.459964 6.589519 -1.025490 0.0 0.0 0.0 0.10
H -9.676637 4.826513 -1.163179 0.0 0.0 0.0 0.10
O -5.565663 -2.566538 0.049781 0.0 0.0 0.0 -0.34
S -4.621660 -3.311103 0.854421 0.1 0.0 0.0 0.66
O -4.589831 -3.102776 2.278550 -0.1 0.0 0.0 -0.32
C -4.819803 -5.054827 0.484998 0.0 0.0 0.0 -0.23
C -3.861486 -5.294946 -0.675582 0.0 0.0 0.0 -0.22
C -2.575079 -4.535686 -0.320739 0.0 0.0 0.0 -0.21
C -2.979219 -3.135252 0.147993 0.0 0.0 0.1 -0.23
H -5.868734 -5.233194 0.260479 0.0 0.0 0.0 0.11
H -4.524481 -5.602970 1.379656 0.0 0.0 0.0 0.11
H -3.679255 -6.358707 -0.824190 0.0 0.0 0.0 0.11
H -4.292204 -4.895969 -1.596772 0.0 0.0 0.0 0.12
H -2.053567 -5.056751 0.484799 0.0 0.0 0.0 0.12
H -1.894526 -4.478041 -1.169776 0.0 0.0 0.0 0.11
H -2.338325 -2.723048 0.926679 0.0 0.0 0.0 0.07
H -3.075671 -2.423789 -0.670849 0.0 0.0 0.0 0.11
O 3.051686 0.215546 -2.844636 0.0 0.0 -0.1 -0.32
S 3.617364 -1.100050 -2.655390 0.2 0.4 0.1 0.68
O 3.678843 -1.608360 -1.305012 -0.1 -0.3 0.0 -0.31
C 2.797074 -2.235378 -3.771393 0.0 0.0 0.0 -0.22
C 3.620810 -2.128579 -5.051924 0.0 0.0 0.0 -0.22
C 5.089824 -2.145076 -4.609299 0.0 -0.1 0.1 -0.20
C 5.231858 -1.180900 -3.428639 0.0 0.1 -0.2 -0.23
H 1.762219 -1.913858 -3.866723 0.0 0.0 0.0 0.11
H 2.846080 -3.228545 -3.323780 0.0 0.0 0.0 0.11
H 3.393743 -2.943707 -5.737508 0.0 0.0 0.0 0.12
H 3.386807 -1.189684 -5.558252 0.0 0.0 0.0 0.12
H 5.353663 -3.155765 -4.290636 0.0 0.0 0.0 0.12
H 5.764871 -1.870143 -5.418191 0.0 0.0 0.0 0.12
H 5.964006 -1.474423 -2.682308 0.0 0.0 0.0 0.10
H 5.438422 -0.157028 -3.729989 0.1 0.0 0.0 0.09
O 6.361919 0.907085 -1.742505 0.2 -0.1 -0.1 -0.34
S 6.421891 2.194409 -1.084726 -0.4 0.0 0.1 0.67
O 7.436790 2.431434 -0.093456 0.2 0.0 0.1 -0.32
C 6.450014 3.472460 -2.340787 0.0 0.0 0.0 -0.23
C 4.975254 3.759419 -2.601061 0.0 0.0 0.0 -0.22
C 4.299878 3.793503 -1.222762 0.0 -0.1 -0.1 -0.20
C 4.779709 2.562613 -0.450232 0.0 0.3 0.0 -0.23
H 7.004536 3.091187 -3.195267 0.0 0.0 0.0 0.11
H 6.966662 4.330078 -1.909613 0.0 0.0 0.0 0.11
H 4.844600 4.696077 -3.141769 0.0 0.0 0.0 0.11
H 4.542649 2.959181 -3.206173 0.0 0.0 0.0 0.11
H 4.591899 4.703214 -0.693942 0.0 0.0 0.0 0.12
H 3.214306 3.793492 -1.308072 0.0 0.0 0.0 0.12
H 4.873831 2.707956 0.623968 0.0 -0.1 -0.1 0.08
H 4.171467 1.682199 -0.655381 0.0 0.0 0.0 0.09
```
Forces are in eV/Å.

## Properties
**Net charge**: 0
**Spin multiplicity**: 1
**Structure (SMILES)**: CC[C@]1(CCN)OS(=O)(=O)O[C@H]1CC(N)(N)N.O=S1(=O)CCCC1.O=S1(=O)CCCC1.O=S1(=O)CCCC1.O=S1(=O)CCCC1.O=S1(=O)CCCC1

---

One value per record, in order, for gap between HOMO and LUMO: 4.2, 9.1 eV.
One value per record, in order, for energy relative to the best compared isomer or geometry (same formula, charge and spin): 121.5, 0.0 kcal per mole.
One value per record, in order, for electronic energy: -7194.9754, -4764.3711 Ha.